No. 1
{
  "formula": "C39H35BN4O7P",
  "method": "ωB97M-V with the def2-TZVPD basis set",
  "elements": ["C", "C", "C", "C", "C", "C", "C", "C", "C", "C", "N", "C", "N", "P", "O", "O", "N", "B", "N", "O", "H", "H", "H", "H", "H", "H", "H", "H", "H", "H", "H", "H", "H", "H", "H", "H", "H", "H", "H", "C", "C", "C", "C", "C", "C", "C", "O", "C", "C", "C", "C", "C", "C", "C", "O", "H", "H", "H", "H", "H", "H", "H", "H", "C", "C", "C", "C", "C", "C", "C", "O", "C", "C", "C", "C", "C", "C", "C", "O", "H", "H", "H", "H", "H", "H", "H", "H"],
  "positions_angstrom": [[-5.553, 3.839, -5.582], [-3.917, 4.035, -5.687], [-3.417, 5.425, -6.471], [-1.813, 5.803, -6.695], [-0.722, 4.708, -6.062], [-1.194, 3.320, -5.278], [-2.807, 2.946, -5.074], [-3.302, 1.560, -4.346], [-3.386, 1.622, -2.713], [-3.803, 3.127, -2.112], [-2.673, 3.588, -1.167], [-1.819, 2.369, -0.756], [-1.007, 2.218, 0.359], [-0.842, 3.577, 1.541], [-2.425, 4.341, 1.799], [0.181, 4.744, 0.751], [-2.166, 1.401, -1.859], [-1.227, 0.267, -2.176], [0.224, 0.581, -2.567], [-1.640, -1.163, -2.170], [-6.009, 4.330, -6.569], [-5.905, 2.720, -5.589], [-6.019, 4.461, -4.678], [-4.209, 6.191, -6.932], [-1.476, 6.783, -7.280], [0.420, 5.003, -6.232], [-0.336, 2.609, -4.903], [-2.663, 0.683, -4.785], [-4.417, 1.371, -4.729], [-4.284, 0.949, -2.326], [-4.257, 3.910, -2.854], [-4.622, 2.825, -1.331], [-1.990, 4.009, -1.867], [-0.479, 1.320, 0.542], [-2.558, 5.061, 1.086], [0.149, 4.475, -0.232], [0.638, 1.282, -1.905], [0.220, 0.962, -3.542], [-1.457, -1.501, -3.099], [6.357, -4.976, -1.449], [6.042, -4.166, -2.540], [4.767, -3.608, -2.651], [3.799, -3.872, -1.674], [4.106, -4.702, -0.597], [5.392, -5.246, -0.478], [3.078, -5.027, 0.413], [3.348, -5.754, 1.362], [1.719, -4.472, 0.258], [0.719, -4.819, 1.176], [-0.566, -4.288, 1.045], [-0.853, -3.404, 0.005], [0.140, -3.062, -0.914], [1.426, -3.605, -0.793], [2.459, -3.264, -1.791], [2.206, -2.491, -2.708], [7.353, -5.403, -1.357], [6.790, -3.965, -3.303], [4.530, -2.973, -3.502], [5.643, -5.884, 0.368], [0.936, -5.506, 1.993], [-1.342, -4.562, 1.756], [-1.852, -2.985, -0.094], [-0.093, -2.375, -1.727], [2.067, -0.428, 9.490], [1.109, -1.441, 9.535], [0.494, -1.872, 8.359], [0.829, -1.280, 7.135], [1.769, -0.251, 7.093], [2.398, 0.168, 8.273], [2.093, 0.414, 5.815], [2.921, 1.316, 5.777], [1.399, -0.017, 4.585], [1.655, 0.644, 3.376], [1.013, 0.234, 2.206], [0.124, -0.840, 2.237], [-0.137, -1.497, 3.441], [0.495, -1.078, 4.619], [0.186, -1.755, 5.893], [-0.599, -2.696, 5.922], [2.554, -0.098, 10.406], [0.842, -1.897, 10.486], [-0.249, -2.667, 8.401], [3.143, 0.962, 8.246], [2.350, 1.481, 3.343], [1.209, 0.751, 1.269], [-0.371, -1.165, 1.324], [-0.836, -2.331, 3.458]],
  "forces_ev_per_angstrom": [[0.30, 0.84, -0.87], [3.01, 0.87, -0.43], [3.07, -1.85, 0.90], [-1.78, -4.36, 2.55], [-3.47, -0.06, 0.00], [-2.52, 2.86, -1.61], [1.25, 3.58, -1.87], [-0.16, 0.77, -1.03], [-1.78, 1.78, 0.85], [-1.51, -2.09, 1.89], [2.42, -0.73, -1.06], [-3.17, -1.73, -4.34], [-2.34, 0.90, -4.20], [-0.35, 2.49, 2.71], [3.07, 0.00, -3.06], [-2.53, -2.95, -1.83], [2.06, 0.18, 3.53], [1.28, -2.51, -0.70], [-1.91, 0.47, 0.72], [-0.12, 4.00, -2.15], [1.04, -1.11, 2.19], [0.83, 2.23, 0.24], [1.12, -1.58, -1.82], [1.76, -2.07, 1.24], [-0.81, -2.49, 1.50], [-2.71, -1.07, 0.59], [-1.99, 1.52, -0.85], [-1.10, 1.52, 1.09], [2.50, 0.37, 1.03], [2.27, 0.97, -1.03], [1.60, -1.36, 1.48], [1.17, 0.95, -1.65], [-0.70, 0.03, 1.19], [-0.91, 1.25, -0.17], [0.03, -1.55, 1.42], [0.42, 1.10, 1.85], [-0.37, -0.59, -1.28], [0.38, -0.31, 1.18], [0.09, 0.14, 1.68], [-0.31, -0.01, 0.18], [-0.36, 0.11, 0.07], [0.31, -0.11, 0.00], [0.52, -0.07, -0.22], [0.58, -0.07, -0.19], [0.19, 0.05, -0.21], [0.52, -0.97, 1.18], [-0.24, 0.51, -0.62], [-0.69, 0.08, 0.20], [-0.32, 0.13, 0.00], [0.38, -0.08, -0.02], [0.34, 0.00, -0.20], [-0.02, -0.17, 0.12], [-0.62, 0.01, 0.32], [-0.14, 0.83, -1.11], [0.04, -0.40, 0.48], [-0.20, 0.07, 0.00], [-0.15, -0.03, 0.14], [-0.09, -0.13, 0.29], [-0.23, 0.16, -0.16], [0.12, 0.17, -0.25], [0.16, 0.01, -0.11], [0.15, -0.07, -0.04], [0.47, -0.46, 0.42], [0.01, 0.09, -0.35], [-0.09, -0.04, -0.37], [0.11, 0.06, 0.28], [0.03, -0.03, 0.54], [0.10, -0.02, 0.54], [-0.07, -0.11, 0.25], [1.14, 1.13, 0.33], [-0.58, -0.57, -0.13], [-0.19, 0.03, -0.83], [-0.10, 0.04, -0.32], [-0.04, -0.10, 0.65], [-0.05, 0.02, 0.31], [0.03, 0.16, -0.25], [-0.07, 0.12, -0.85], [-1.00, -1.30, 0.44], [0.52, 0.69, -0.19], [-0.08, -0.05, -0.20], [0.05, 0.07, -0.20], [0.19, 0.20, -0.18], [-0.22, -0.18, -0.16], [-0.11, -0.24, 0.21], [0.29, -0.08, 0.06], [0.10, -0.09, 0.15], [0.21, 0.19, 0.17]],
  "charge": 1,
  "homo_lumo_gap_ev": 6.80,
  "lumo_ev": -4.342
}

***

No. 2
{
  "formula": "CHN3O3",
  "method": "ωB97M-V with the def2-TZVPD basis set",
  "elements": ["C", "N", "N", "N", "O", "O", "O", "H"],
  "positions_angstrom": [[1.218, -0.191, 1.356], [2.354, -0.248, 1.194], [-0.066, -0.452, 1.498], [-0.915, -0.114, 0.663], [-2.079, -0.144, 0.726], [-0.863, 0.203, -1.134], [-0.096, 0.873, -2.045], [0.447, 0.073, -2.258]],
  "forces_ev_per_angstrom": [[0.56, -0.74, -1.22], [0.60, 0.49, 0.23], [-0.77, 0.16, 1.11], [-0.15, 0.57, -0.03], [-0.38, -0.39, 0.22], [-1.11, 0.55, -0.54], [1.05, -2.00, 0.92], [0.20, 1.37, -0.70]],
  "relative_energy_kcal_mol": 114.5,
  "homo_lumo_gap_ev": [9.16, 8.86],
  "lumo_ev": [-1.982, -1.669]
}

***

no.,maximum force (eV/A)
1,5.64
2,2.44